A structure of composition C34H41F4O4V in a non-equilibrium geometry. Source: the Open Molecules 2025 dataset; level of theory: ωB97M-V/def2-TZVPD.

Results
2S+1   4
Frontier orbital gap (spin up / spin down)   6.34 / 6.31 eV
HOMO (spin up / spin down)   -11.0 / -11.0 eV
Net charge   +1

The geometry in XYZ format:
```
84
C34H41F4O4V (ωB97M-V/def2-TZVPD)
H -2.83 -1.90 0.85
O -4.13 -0.86 2.69
C 0.53 -2.26 -4.83
C -0.70 4.41 1.21
F 5.68 2.11 -1.91
H 1.48 -4.44 -0.80
C 4.86 2.65 -1.02
H -1.71 5.85 0.15
H -0.97 1.04 0.81
C -1.60 6.34 2.35
H 6.39 3.84 -0.10
H -0.67 -0.72 0.46
C -1.67 -3.33 -1.61
C 2.75 -2.50 1.72
C -1.16 5.82 3.59
H 1.62 2.40 0.01
H 2.60 3.96 1.80
H 3.56 -4.13 2.81
H 2.22 -0.82 0.46
H -5.56 3.75 0.13
H -0.15 -2.55 -0.31
H -3.78 -3.07 4.58
F 5.43 -3.54 -1.13
C 3.74 -2.08 -0.38
C -1.08 -5.34 -2.81
O -0.66 -0.37 -4.10
C -0.41 -3.36 -0.96
C 5.35 3.55 -0.09
H -1.89 -3.04 1.87
H -1.31 -5.92 -3.70
C 4.52 4.09 0.90
C -0.27 3.92 2.41
H -3.63 0.71 0.77
F -1.32 6.49 4.72
H 4.99 4.78 1.58
C 0.17 -5.38 -2.17
F 1.07 -6.33 -2.57
C -1.99 -4.35 -2.53
H -3.57 -3.41 1.48
H 0.32 0.56 -0.20
C 3.53 2.24 -1.00
C -0.70 0.29 0.06
H 2.20 0.11 -3.63
H 0.78 -3.05 -4.12
C -4.51 3.51 -0.02
C 4.46 -3.99 0.84
C 1.62 -0.65 -3.10
H -0.07 4.15 4.49
H -2.87 -4.24 -3.15
H -2.17 7.25 2.33
H -0.52 3.83 0.32
C -4.62 0.94 0.38
H -3.97 3.57 0.93
C -3.41 -1.83 2.85
O -1.42 0.36 -1.12
H -3.20 -1.51 4.97
H 2.23 -1.55 -3.07
C 0.35 -1.05 -3.96
C -2.86 -2.60 1.68
C 3.57 -3.61 1.86
H 3.95 -1.48 -1.26
H 0.25 2.97 2.32
C 2.81 -1.71 0.59
C -1.41 5.58 1.16
C -0.50 4.58 3.59
H 5.06 -4.89 0.87
H -4.99 0.16 -0.29
C 0.50 -4.39 -1.26
C 2.65 2.74 -0.03
H -2.03 -2.66 4.27
H 1.27 -2.01 -5.59
H 1.21 -0.30 -2.15
C -3.07 -2.32 4.24
C -4.36 2.08 -0.55
V -2.49 0.86 -3.00
H 3.23 1.49 -1.73
H -2.36 -2.52 -1.42
C 3.17 3.65 0.94
H 2.05 -2.27 2.52
C 4.53 -3.17 -0.25
H -0.41 -2.48 -5.33
O -4.32 1.92 -1.77
H -5.31 1.17 1.19
H -4.10 4.24 -0.72
```

A structure of composition C3H8O2 in a non-equilibrium geometry. Source: the Open Molecules 2025 dataset; level of theory: ωB97M-V/def2-TZVPD.

Results
Frontier orbital gap   10.73 eV
HOMO   -10.1 eV
Net charge   0

The geometry in XYZ format:
```
13
C3H8O2 (ωB97M-V/def2-TZVPD)
H -0.65 -0.48 1.49
H -0.68 1.36 1.03
C -0.85 0.11 0.59
C 0.14 -0.05 -0.54
O -2.18 0.09 0.18
O -0.15 -1.30 -1.14
H 1.79 0.90 0.46
C 1.56 -0.05 -0.03
H 2.26 -0.20 -0.85
H -0.02 0.78 -1.26
H -1.78 1.08 0.66
H 1.70 -0.86 0.69
H -1.11 -1.29 -1.30
```

The molecule C3H3OP in a non-equilibrium geometry. Source: the Open Molecules 2025 dataset; level of theory: ωB97M-V/def2-TZVPD.

Results
Structure (SMILES)   C=CP=C=O
Frontier orbital gap   9.04 eV
HOMO   -8.6 eV
Net charge   0

The geometry in XYZ format:
```
8
C3H3OP (ωB97M-V/def2-TZVPD)
C 0.28 -0.91 -0.42
C -1.16 0.52 0.01
O -1.23 1.70 -0.14
P -1.45 -1.11 0.08
H 0.56 -1.06 -1.43
C 0.88 0.01 0.38
H 0.45 0.21 1.43
H 1.67 0.63 0.09
```

A cluster of 2 separate species, C4H9NO2 in total in a non-equilibrium geometry. Source: the Open Molecules 2025 dataset; level of theory: ωB97M-V/def2-TZVPD.

Results
Structure (SMILES)   C=CC(N)=O.CO
Frontier orbital gap   10.52 eV
HOMO   -9.8 eV
Net charge   0

The geometry in XYZ format:
```
16
C4H9NO2 (ωB97M-V/def2-TZVPD)
H 0.31 -0.44 -2.82
H -1.08 2.25 0.06
H -1.41 -0.90 -2.78
H -0.98 -1.22 -0.41
H 1.31 -0.73 0.11
H 2.24 -1.23 1.47
C -0.58 -0.50 -2.19
O -0.27 -1.31 -1.10
C -0.31 1.54 0.33
N 1.56 -0.59 1.08
H 0.65 1.67 -0.14
H -0.83 0.53 -1.82
O 0.70 -0.22 3.14
H -1.42 0.63 1.86
C 0.62 -0.11 1.94
C -0.50 0.63 1.28
```